The following is a quantum chemistry calculation of a molecular structure, C65H80IInN13O3P2S2, from the OMol25 dataset.

XYZ file:
```
167
Properties=species:S:1:pos:R:3:mulliken_charge:R:1
C 5.77358 0.81505 5.95431 -0.7894
C 5.89693 1.82623 4.71085 0.5577
O 5.69923 3.06723 4.89479 -0.5638
N 6.21724 1.38672 3.33654 -0.3552
C 5.01383 1.54648 2.45175 0.1454
C 4.54105 0.13053 1.81027 0.2592
C 3.71932 -0.76859 2.89646 0.1794
C 2.40723 -1.36197 2.19737 -0.7055
In 0.42161 -0.86811 3.07341 0.3365
C -1.10553 -0.99155 1.40886 -1.1422
C -1.12889 0.26111 0.40938 1.5626
C 0.30468 0.74089 -0.12783 1.2793
C 0.25257 2.33801 -0.48603 -0.4178
C 1.38325 3.18290 0.31836 0.4270
C 0.85142 4.59670 0.86784 -0.9117
C 1.43688 5.01066 2.31087 -0.1455
S 0.28078 6.17045 3.24792 -0.1889
C -0.64225 5.19774 4.51039 0.2625
N -2.03536 4.87461 4.53789 -0.1260
N -2.45697 4.09645 5.59368 -0.2088
C -1.22340 3.90643 6.30894 -0.1200
O -0.13339 4.56761 5.70229 -0.1653
P -0.14675 -2.77854 4.71955 0.3932
S 1.47688 -3.62060 5.45092 -0.5477
P 0.15751 1.27686 4.35806 -0.0831
O -0.16497 2.51651 3.15715 0.2331
I 2.22274 2.05049 5.45426 -0.2692
H 5.31728 1.33617 6.87253 0.2378
H 5.13348 -0.08214 5.65492 0.1886
H 6.81184 0.43363 6.26146 0.3261
H 6.89819 2.08608 2.98594 0.3064
H 4.08859 1.95179 3.00710 -0.1738
H 5.20351 2.29371 1.58920 0.0562
H 5.44492 -0.46430 1.37695 -0.1970
H 3.89969 0.40340 0.89450 0.1200
H 4.42850 -1.65627 3.12110 0.1036
H 3.56470 -0.23862 3.89010 -0.3376
H 2.51770 -2.51580 2.21717 0.3855
H 2.38672 -1.10133 1.07002 0.1012
H -2.14403 -1.06221 1.90804 0.2889
H -0.93756 -1.99757 0.87529 0.1620
H -1.72832 -0.07848 -0.52158 -0.9789
H -1.69593 1.17861 0.80554 0.0022
H 1.15659 0.63888 0.63056 -1.3311
H 0.56002 0.22852 -1.13195 0.1764
H 0.51087 2.47615 -1.60264 -0.1000
H -0.78982 2.77682 -0.32055 0.3627
H 2.24069 3.40874 -0.42428 0.2179
H 1.85266 2.60614 1.18426 -0.3467
H 1.20868 5.41398 0.13537 0.3205
H -0.30158 4.64419 0.87966 0.4198
H 2.42101 5.57875 2.12934 0.4401
H 1.70570 4.12074 2.97524 -0.2122
H -1.20329 3.27864 7.26543 0.2914
H -1.05518 -3.69555 4.09522 -0.1014
H -0.83749 -2.20024 5.86070 -0.0289
H -0.08359 2.03319 2.30648 -0.0859
N -0.94098 -8.56920 2.44595 -0.6246
C -1.72961 -7.67520 3.06390 -0.2961
C -1.25584 -6.67311 3.89588 -0.4151
C 0.11324 -6.58757 4.10838 0.1477
C 0.95090 -7.50054 3.48310 -0.4926
C 0.37926 -8.46331 2.66698 -0.2499
H -2.79200 -7.78429 2.86960 0.3721
H -1.93941 -5.97732 4.36616 0.4279
H 0.52523 -5.81593 4.75520 0.2932
H 2.02379 -7.46399 3.62626 0.3730
H 0.99374 -9.19687 2.15364 0.3877
N -4.10013 1.75891 0.30124 0.0080
C -4.98280 2.01478 -0.67664 -0.1883
C -6.33542 2.22352 -0.45975 -0.7639
C -6.80828 2.16114 0.84342 -0.2508
C -5.91773 1.89630 1.87336 -0.8148
C -4.58301 1.70561 1.55232 -0.1624
H -4.56524 2.05011 -1.67825 0.4235
H -7.00221 2.42916 -1.28821 0.3842
H -7.86074 2.31774 1.05417 0.3814
H -6.25188 1.83998 2.90184 0.4275
H -3.84673 1.49938 2.32328 0.4964
N -2.67094 -0.60684 -2.43310 0.2151
C -1.97984 -0.61557 -3.58465 -0.6212
C -2.45401 -1.16600 -4.76464 -1.0648
C -3.71438 -1.74640 -4.75758 -0.0980
C -4.44914 -1.75262 -3.58042 -1.0294
C -3.88795 -1.17270 -2.45444 -0.5083
H -0.99907 -0.15367 -3.53851 0.8028
H -1.85360 -1.14229 -5.66562 0.4768
H -4.12020 -2.18963 -5.66101 0.4569
H -5.43546 -2.19756 -3.53849 0.4768
H -4.42498 -1.14986 -1.51119 0.6103
N -5.65787 -4.17981 -1.21598 -0.3053
C -4.52354 -4.86641 -1.42891 -0.1050
C -4.46961 -6.24456 -1.56302 -0.7186
C -5.65430 -6.95970 -1.46854 -0.1469
C -6.84118 -6.27561 -1.24699 -0.3959
C -6.78996 -4.89600 -1.13045 -0.2843
H -3.62329 -4.26345 -1.49182 0.4955
H -3.52541 -6.74545 -1.73623 0.3988
H -5.65312 -8.03990 -1.56672 0.3655
H -7.78429 -6.80197 -1.16725 0.3641
H -7.69171 -4.31611 -0.96026 0.3433
N 0.00907 3.12835 -4.03062 -0.3656
C -1.21559 2.59988 -3.87910 -0.1068
C -2.27314 2.84507 -4.74062 -0.5137
C -2.05754 3.68833 -5.82067 -0.4594
C -0.80128 4.24981 -5.99990 -0.4453
C 0.19126 3.93914 -5.08463 -0.4600
H -1.33538 1.95049 -3.01812 0.5432
H -3.24062 2.38846 -4.57057 0.5087
H -2.86080 3.90615 -6.51678 0.4869
H -0.59775 4.91283 -6.83166 0.3678
H 1.19094 4.35031 -5.18380 0.3926
N -7.25530 4.92388 5.22873 -0.5474
C -5.91874 5.06264 5.23723 -0.2296
C -5.27050 6.28678 5.21894 -0.1061
C -6.04497 7.43732 5.18564 -0.4742
C -7.42824 7.32285 5.17357 -0.2509
C -7.97998 6.05310 5.19785 -0.3226
H -5.35713 4.13470 5.26064 0.5073
H -4.18882 6.33483 5.23146 0.3860
H -5.57506 8.41483 5.16976 0.3600
H -8.06264 8.20038 5.14710 0.3561
H -9.05639 5.91160 5.19367 0.3365
N 7.04096 -2.19863 0.30558 -0.2025
C 6.63730 -2.75870 -0.84532 -0.0432
C 7.44184 -3.56468 -1.63516 -0.6604
C 8.74215 -3.80531 -1.21613 -0.1890
C 9.18604 -3.23718 -0.03086 -0.6261
C 8.30229 -2.44880 0.68893 -0.2497
H 5.61372 -2.53839 -1.13193 0.4006
H 7.06151 -3.99280 -2.55444 0.3698
H 9.40327 -4.42983 -1.80733 0.3628
H 10.19480 -3.40330 0.32626 0.3738
H 8.60108 -1.98544 1.62395 0.3953
N 5.40204 3.57976 -1.41438 -0.2247
C 5.91042 4.69311 -1.96515 -0.1528
C 7.16603 4.76185 -2.54696 -0.5731
C 7.94709 3.61539 -2.55891 -0.1031
C 7.44696 2.45088 -1.99460 -0.7900
C 6.17719 2.48396 -1.44007 -0.1522
H 5.26334 5.56362 -1.92843 0.3654
H 7.52420 5.68796 -2.97926 0.3608
H 8.93619 3.62916 -3.00400 0.3581
H 8.02942 1.53795 -1.98592 0.4014
H 5.73959 1.59812 -0.98976 0.4916
N 0.62527 -4.74191 -0.72848 -0.3356
C 1.13467 -3.62911 -1.28038 -0.3355
C 2.39384 -3.56011 -1.85507 -0.6766
C 3.17704 -4.70503 -1.85821 -0.0512
C 2.67566 -5.86879 -1.29256 -0.5084
C 1.40267 -5.83575 -0.74619 -0.3122
H 0.48560 -2.75945 -1.25011 0.6309
H 2.75274 -2.63461 -2.28834 0.4182
H 4.16907 -4.69100 -2.29735 0.3920
H 3.25990 -6.78057 -1.27692 0.3651
H 0.96502 -6.72102 -0.29519 0.4081
N -1.83841 -0.07711 -8.07588 -0.4551
C -2.96680 0.64498 -8.15969 0.2383
C -4.00663 0.35374 -9.02811 -0.5863
C -3.87515 -0.74561 -9.86385 -0.2131
C -2.71839 -1.50871 -9.79956 -0.4446
C -1.73767 -1.13641 -8.89417 -0.1991
H -3.02106 1.49598 -7.48854 0.1758
H -4.89617 0.97089 -9.05063 0.3795
H -4.66662 -1.00548 -10.55843 0.3801
H -2.58181 -2.37316 -10.43728 0.3789
H -0.81671 -1.70372 -8.80397 0.3729
```

**F_max**: 7.2 eV/A
**Relative energy (zero: lowest compared OMol25 entry of this formula, charge and spin)**: 123.9 kcal per mole
**Molar mass**: 1459.25 g mol⁻¹
**Net charge**: -1
**E_HOMO**: -4.554 eV
**Electronic energy**: -147733.1322 eV